(1)
The following is a DFT calculation (wB97M-V/def2-TZVPD) of an isolated molecule of C19H24N2O2.

Net charge = 0
SMILES = CCN1CCN(Cc2cc(=O)oc3cc4c(cc23)CCC4)CC1
Relative energy (zero: lowest compared OMol25 entry of this formula, charge and spin) = 16.6 kcal per mole
Electronic energy = -998.407888 Eh
M = 312.4 g mol⁻¹
Kohn-Sham gap = 8.557 eV

Bonds (Å) are listed after each position.
Geometry (Å):
1 O 2.12 2.89 0.87  C14 1.368, C23 1.351
2 O 0.89 4.72 0.71  C14 1.207
3 N -3.36 -0.57 0.52  C8 1.450, C15 1.449, C16 1.453
4 N -1.51 0.34 -1.44  C13 1.449, C18 1.449, C20 1.455
5 C 2.15 -0.32 -0.92  C11 1.405, C17 1.370, H33 1.078
6 C 3.85 -2.23 -0.54  C10 1.537, C17 1.500, H28 1.094, H36 1.090
7 C 0.58 1.65 -1.11  C11 1.445, C20 1.511, C22 1.354
8 C -3.68 0.52 -0.38  N3 1.450, C18 1.526, H38 1.090, H40 1.106
9 C 3.54 1.05 1.09  C19 1.373, C23 1.398, H30 1.078
10 C 5.23 -2.11 0.12  C6 1.537, C12 1.537, H24 1.091, H44 1.088
11 C 1.71 0.96 -0.54  C5 1.405, C7 1.445, C23 1.408
12 C 5.06 -1.04 1.22  C10 1.537, C19 1.497, H32 1.089, H47 1.093
13 C -1.18 -0.75 -0.55  N4 1.449, C15 1.526, H34 1.103, H46 1.092
14 C 1.09 3.60 0.31  O1 1.368, O2 1.207, C22 1.448
15 C -2.46 -1.48 -0.16  N3 1.449, C13 1.526, H25 1.105, H31 1.093
16 C -4.54 -1.25 1.03  N3 1.453, C21 1.525, H27 1.105, H29 1.094
17 C 3.23 -0.89 -0.30  C5 1.370, C6 1.500, C19 1.401
18 C -2.41 1.26 -0.77  N4 1.449, C8 1.526, H26 1.092, H43 1.103
19 C 3.93 -0.20 0.70  C9 1.373, C12 1.497, C17 1.401
20 C -0.36 0.98 -2.08  N4 1.455, C7 1.511, H37 1.094, H45 1.091
21 C -5.29 -0.40 2.05  C16 1.525, H39 1.086, H41 1.087, H42 1.086
22 C 0.32 2.92 -0.70  C7 1.354, C14 1.448, H35 1.079
23 C 2.44 1.64 0.46  O1 1.351, C9 1.398, C11 1.408
24 H 5.96 -1.76 -0.61  C10 1.091
25 H -2.92 -1.90 -1.07  C15 1.105
26 H -2.66 2.07 -1.46  C18 1.092
27 H -5.23 -1.54 0.22  C16 1.105
28 H 3.25 -3.00 -0.05  C6 1.094
29 H -4.20 -2.16 1.53  C16 1.094
30 H 4.06 1.61 1.85  C9 1.078
31 H -2.21 -2.30 0.52  C15 1.093
32 H 5.96 -0.47 1.39  C12 1.089
33 H 1.63 -0.85 -1.70  C5 1.078
34 H -0.68 -0.40 0.37  C13 1.103
35 H -0.49 3.49 -1.12  C22 1.079
36 H 3.92 -2.48 -1.60  C6 1.090
37 H -0.76 1.73 -2.77  C20 1.094
38 H -4.35 1.22 0.13  C8 1.090
39 H -4.59 -0.02 2.79  C21 1.086
40 H -4.18 0.15 -1.29  C8 1.106
41 H -6.04 -1.01 2.56  C21 1.087
42 H -5.80 0.44 1.59  C21 1.086
43 H -1.96 1.69 0.14  C18 1.103
44 H 5.58 -3.06 0.52  C10 1.088
45 H 0.15 0.21 -2.67  C20 1.091
46 H -0.52 -1.45 -1.07  C13 1.092
47 H 4.76 -1.50 2.17  C12 1.093

Atom charges from the Löwdin analysis, given in e for atoms 1 to 8: O 0.13; O 0.11; N -0.19; N -0.15; C 0.03; C -0.13; C -0.12; C -0.18

=====

(2)
The following is a DFT calculation (wB97M-V/def2-TZVPD) of an isolated molecule of C19H24N2O3.

Net charge = 0
SMILES = Cn1c(=O)c(C(=O)NC2CCCCCCC2)c(O)c2ccccc21
Relative energy (zero: lowest compared OMol25 entry of this formula, charge and spin) = 0.9 kcal per mole
Electronic energy = -1073.728308 Eh
M = 328.4 g mol⁻¹
Kohn-Sham gap = 8.807 eV

Bonds (Å) are listed after each position.
Geometry (Å):
1 O -1.58 2.42 -0.16  C8 1.317, H44 1.021
2 O -0.64 -2.21 0.12  C12 1.233
3 O 0.80 1.69 -0.12  C24 1.246
4 N 1.33 -0.50 0.01  C6 1.451, C24 1.330, H41 1.019
5 N -2.78 -1.49 0.07  C9 1.449, C12 1.387, C18 1.372
6 C 2.77 -0.29 0.02  N4 1.451, C7 1.532, C22 1.529, H26 1.093
7 C 3.27 -0.49 1.45  C6 1.532, C21 1.531, H28 1.094, H46 1.093
8 C -1.92 1.15 -0.08  O1 1.317, C19 1.440, C20 1.385
9 C -3.20 -2.88 0.14  N5 1.449, H33 1.090, H34 1.089, H35 1.090
10 C 6.05 0.97 -0.20  C11 1.531, C14 1.531, H39 1.094, H43 1.094
11 C 5.22 1.16 1.07  C10 1.531, C21 1.535, H25 1.090, H40 1.093
12 C -1.41 -1.25 0.06  O2 1.233, N5 1.387, C20 1.444
13 C -4.28 1.87 -0.11  C15 1.373, C19 1.399, H37 1.079
14 C 5.33 0.43 -1.44  C10 1.531, C23 1.535, H32 1.093, H36 1.090
15 C -5.62 1.57 -0.08  C13 1.373, C17 1.392, H27 1.079
16 C -5.10 -0.78 0.03  C17 1.377, C18 1.402, H31 1.077
17 C -6.02 0.24 -0.01  C15 1.392, C16 1.377, H38 1.080
18 C -3.73 -0.50 0.01  N5 1.372, C16 1.402, C19 1.407
19 C -3.33 0.85 -0.06  C8 1.440, C13 1.399, C18 1.407
20 C -0.99 0.13 -0.02  C8 1.385, C12 1.444, C24 1.484
21 C 4.74 -0.15 1.72  C7 1.531, C11 1.535, H45 1.089, H48 1.093
22 C 3.38 -1.21 -1.04  C6 1.529, C23 1.531, H29 1.094, H42 1.093
23 C 4.87 -1.03 -1.33  C14 1.535, C22 1.531, H30 1.089, H47 1.093
24 C 0.45 0.49 -0.05  O3 1.246, N4 1.330, C20 1.484
25 H 4.37 1.81 0.87  C11 1.090
26 H 2.92 0.76 -0.27  C6 1.093
27 H -6.36 2.35 -0.12  C15 1.079
28 H 2.65 0.14 2.09  C7 1.094
29 H 2.82 -1.03 -1.97  C22 1.094
30 H 5.46 -1.53 -0.57  C23 1.089
31 H -5.45 -1.80 0.09  C16 1.077
32 H 6.04 0.51 -2.27  C14 1.093
33 H -3.78 -3.06 1.04  C9 1.090
34 H -2.29 -3.49 0.16  C9 1.089
35 H -3.78 -3.15 -0.74  C9 1.090
36 H 4.48 1.08 -1.69  C14 1.090
37 H -3.93 2.88 -0.16  C13 1.079
38 H -7.08 -0.01 0.00  C17 1.080
39 H 6.89 0.32 0.03  C10 1.094
40 H 5.86 1.69 1.79  C11 1.093
41 H 0.96 -1.44 0.08  N4 1.019
42 H 3.20 -2.25 -0.75  C22 1.093
43 H 6.47 1.95 -0.47  C10 1.094
44 H -0.56 2.44 -0.16  O1 1.021
45 H 5.38 -0.96 1.40  C21 1.089
46 H 3.09 -1.53 1.74  C7 1.093
47 H 5.07 -1.54 -2.27  C23 1.093
48 H 4.85 -0.07 2.80  C21 1.093

Atom charges from the Löwdin analysis, given in e for atoms 1 to 8: O 0.11; O 0.02; O 0.04; N 0.12; N -0.01; C -0.31; C -0.13; C -0.20

=====

(3)
The following is a DFT calculation (wB97M-V/def2-TZVPD) of an isolated molecule of C19H24N2O3S.

Net charge = 0
SMILES = CN(C)[C@@H](CNC(=O)CCS(=O)(=O)c1ccccc1)c1ccccc1
Relative energy (zero: lowest compared OMol25 entry of this formula, charge and spin) = 23.3 kcal per mole
Electronic energy = -1471.827032 Eh
M = 360.5 g mol⁻¹
Kohn-Sham gap = 8.826 eV

Bonds (Å) are listed after each position.
Geometry (Å):
1 S 1.88 -1.57 -0.89  O3 1.447, O4 1.437, C15 1.827, C25 1.793
2 O -0.83 -1.52 3.13  C9 1.216
3 O 0.65 -0.91 -1.27  S1 1.447
4 O 2.45 -2.49 -1.83  S1 1.437
5 N -3.42 -0.21 -1.22  C8 1.445, C22 1.454, C24 1.450
6 N -1.10 -1.40 0.89  C9 1.342, C21 1.445, H38 1.015
7 C -1.27 1.51 1.32  C17 1.391, C19 1.384, H33 1.079
8 C -4.78 -0.70 -1.29  N5 1.445, H36 1.090, H44 1.102, H45 1.089
9 C -0.37 -1.48 2.01  O2 1.216, N6 1.342, C13 1.533
10 C 4.41 -0.68 -0.33  C14 1.385, C25 1.382, H49 1.079
11 C -0.01 3.21 0.19  C12 1.384, C19 1.385, H47 1.081
12 C -0.67 2.90 -0.99  C11 1.384, C23 1.384, H48 1.080
13 C 1.15 -1.53 1.78  C9 1.533, C15 1.518, H31 1.094, H46 1.092
14 C 5.35 0.28 0.00  C10 1.385, C18 1.387, H37 1.079
15 C 1.61 -2.46 0.68  S1 1.827, C13 1.518, H30 1.088, H39 1.087
16 C 3.63 1.96 0.02  C18 1.386, C20 1.386, H26 1.079
17 C -1.92 1.18 0.14  C7 1.391, C22 1.517, C23 1.388
18 C 4.96 1.60 0.18  C14 1.387, C16 1.386, H32 1.080
19 C -0.32 2.51 1.35  C7 1.384, C11 1.385, H42 1.081
20 C 2.68 1.00 -0.32  C16 1.386, C25 1.381, H28 1.079
21 C -2.53 -1.16 0.95  N6 1.445, C22 1.555, H29 1.093, H34 1.096
22 C -2.97 0.09 0.13  N5 1.454, C17 1.517, C21 1.555, H35 1.099
23 C -1.62 1.90 -1.01  C12 1.384, C17 1.388, H40 1.077
24 C -2.52 -1.03 -2.01  N5 1.450, H27 1.091, H41 1.087, H43 1.100
25 C 3.09 -0.31 -0.48  S1 1.793, C10 1.382, C20 1.381
26 H 3.32 2.99 0.15  C16 1.079
27 H -2.82 -0.96 -3.05  C24 1.091
28 H 1.65 1.26 -0.46  C20 1.079
29 H -2.78 -1.04 2.00  C21 1.093
30 H 0.89 -3.25 0.46  C15 1.088
31 H 1.48 -0.51 1.56  C13 1.094
32 H 5.69 2.35 0.44  C18 1.080
33 H -1.50 0.99 2.24  C7 1.079
34 H -3.06 -2.04 0.57  C21 1.096
35 H -3.85 0.50 0.65  C22 1.099
36 H -5.07 -0.76 -2.34  C8 1.090
37 H 6.39 0.01 0.11  C14 1.079
38 H -0.64 -1.25 0.00  N6 1.015
39 H 2.57 -2.92 0.90  C15 1.087
40 H -2.15 1.67 -1.92  C23 1.077
41 H -1.50 -0.66 -1.92  C24 1.087
42 H 0.18 2.75 2.27  C19 1.081
43 H -2.54 -2.09 -1.72  C24 1.100
44 H -4.91 -1.70 -0.84  C8 1.102
45 H -5.45 0.00 -0.78  C8 1.089
46 H 1.60 -1.81 2.74  C13 1.092
47 H 0.73 4.00 0.21  C11 1.081
48 H -0.45 3.45 -1.89  C12 1.080
49 H 4.69 -1.71 -0.50  C10 1.079

Atom charges from the Löwdin analysis, given in e for atoms 1 to 8: S 0.72; O 0.05; O -0.33; O -0.30; N -0.25; N 0.08; C -0.03; C -0.10

=====

(4)
The following is a DFT calculation (wB97M-V/def2-TZVPD) of an isolated molecule of C19H24N2O5S.

Net charge = 0
SMILES = COc1ccc(NC(=O)[C@@H](C)N(c2ccc(C)cc2)S(C)(=O)=O)c(OC)c1
Relative energy (zero: lowest compared OMol25 entry of this formula, charge and spin) = 57.7 kcal per mole
Electronic energy = -1622.307612 Eh
M = 392.5 g mol⁻¹
Kohn-Sham gap = 8.552 eV

Bonds (Å) are listed after each position.
Geometry (Å):
1 S -2.21 -0.89 -1.14  O2 1.430, O6 1.438, N8 1.659, C13 1.813
2 O -2.97 -1.50 -2.19  S1 1.430
3 O 0.65 2.11 0.21  C19 1.216
4 O 2.40 -1.35 5.52  C26 1.363, C27 1.407
5 O -1.54 -1.34 2.84  C10 1.406, C12 1.363
6 O -2.88 -0.68 0.12  S1 1.438
7 N -0.64 0.58 1.29  C15 1.403, C19 1.350, H33 1.020
8 N -1.62 0.58 -1.63  S1 1.659, C18 1.412, C22 1.458
9 C 0.50 1.01 -2.80  C14 1.384, C18 1.391, H51 1.078
10 C -2.13 -2.32 3.65  O5 1.406, H39 1.089, H43 1.094, H49 1.095
11 C 0.47 -1.34 4.21  C12 1.380, C26 1.398, H41 1.077
12 C -0.30 -0.88 3.16  O5 1.363, C11 1.380, C15 1.412
13 C -0.74 -1.92 -0.87  S1 1.813, H31 1.082, H38 1.082, H45 1.082
14 C 1.22 1.01 -3.98  C9 1.384, C16 1.388, H35 1.081
15 C 0.20 0.15 2.33  N7 1.403, C12 1.412, C24 1.383
16 C 0.66 0.57 -5.17  C14 1.388, C20 1.498, C25 1.390
17 C -1.40 0.14 -3.99  C18 1.392, C25 1.381, H32 1.077
18 C -0.83 0.58 -2.80  N8 1.412, C9 1.391, C17 1.392
19 C -0.39 1.49 0.33  O3 1.216, N7 1.350, C22 1.544
20 C 1.45 0.58 -6.45  C16 1.498, H37 1.088, H40 1.090, H47 1.087
21 C -1.54 3.02 -1.32  C22 1.524, H30 1.087, H42 1.086, H44 1.087
22 C -1.57 1.65 -0.65  N8 1.458, C19 1.544, C21 1.524, H46 1.094
23 C 2.23 0.20 3.64  C24 1.388, C26 1.386, H29 1.077
24 C 1.45 0.67 2.59  C15 1.383, C23 1.388, H34 1.077
25 C -0.66 0.13 -5.15  C16 1.390, C17 1.381, H50 1.080
26 C 1.74 -0.81 4.45  O4 1.363, C11 1.398, C23 1.386
27 C 3.68 -0.86 5.83  O4 1.407, H28 1.095, H36 1.089, H48 1.095
28 H 3.65 0.20 6.08  C27 1.095
29 H 3.20 0.63 3.80  C23 1.077
30 H -2.29 3.06 -2.11  C21 1.087
31 H -0.07 -1.41 -0.19  C13 1.082
32 H -2.42 -0.20 -3.98  C17 1.077
33 H -1.54 0.10 1.27  N7 1.020
34 H 1.83 1.46 1.95  C24 1.077
35 H 2.25 1.35 -3.96  C14 1.081
36 H 4.01 -1.43 6.70  C27 1.089
37 H 1.21 -0.29 -7.06  C20 1.088
38 H -0.27 -2.07 -1.84  C13 1.082
39 H -3.11 -2.51 3.21  C10 1.089
40 H 1.20 1.47 -7.02  C20 1.090
41 H 0.12 -2.12 4.87  C11 1.077
42 H -0.56 3.21 -1.75  C21 1.086
43 H -2.25 -1.97 4.68  C10 1.094
44 H -1.76 3.79 -0.59  C21 1.087
45 H -1.07 -2.86 -0.46  C13 1.082
46 H -2.50 1.55 -0.08  C22 1.094
47 H 2.51 0.60 -6.25  C20 1.087
48 H 4.38 -1.02 5.00  C27 1.095
49 H -1.55 -3.25 3.65  C10 1.095
50 H -1.11 -0.22 -6.07  C25 1.080
51 H 0.96 1.35 -1.89  C9 1.078

Atom charges from the Löwdin analysis, given in e for atoms 1 to 8: S 0.65; O -0.28; O 0.06; O -0.08; O -0.09; O -0.30; N 0.14; N -0.15

=====

Q: Which formula does entry 3 have?
A: C19H24N2O3S

=====

Q: Among the records above, which one has the highest electronic energy?
A: C19H24N2O2